# C6H8O2

A structure of composition C6H8O2 in a non-equilibrium geometry (ωB97M-V/def2-TZVPD, the Open Molecules 2025 dataset).

## Properties
Calculated total energy: -383.618461 hartree
Net charge: 0
Frontier orbital gap: 9.92 eV

Positions of all 16 atoms, in Å:
C (-0.02, 0.60, 0.19)
H (1.50, 2.10, 0.18)
O (2.04, -0.30, 1.07)
H (-2.05, 1.42, 0.06)
C (-1.48, 0.58, 0.17)
H (2.81, -0.17, -1.17)
H (2.79, -1.82, -0.47)
H (0.05, -1.49, 0.75)
H (-1.69, -1.89, -0.96)
H (-3.06, -0.83, -0.70)
C (-2.03, -0.73, -0.36)
O (-1.92, -0.60, 1.04)
C (0.63, -0.62, 0.30)
C (0.51, 1.79, -0.02)
C (2.17, -0.83, -0.36)
H (-0.25, 2.82, 0.30)

natural (NBO) atomic charge list, values in e, 8 entries: -0.137, 0.216, -0.536, 0.216, 0.059, 0.202, 0.200, 0.264